w.
{"formula": "C4H9N2O", "method": "ωB97M-V/def2-TZVPD", "orbital_gap_ev": 9.09, "total_charge": 1, "e_homo_ha": -0.5202, "symbols": ["C", "C", "C", "C", "N", "N", "O", "H", "H", "H", "H", "H", "H", "H", "H", "H"], "xyz": [[1.039, 1.414, 0.767], [-2.266, 1.850, 1.267], [1.100, -1.349, -0.163], [0.024, -0.398, -0.472], [-2.667, 1.131, 0.310], [-0.008, 0.918, 0.244], [-1.802, 2.283, 2.201], [2.009, 1.001, 0.666], [0.946, 2.260, 1.538], [1.951, -1.290, -0.823], [1.487, -1.113, 0.811], [0.747, -2.334, -0.171], [-0.864, -0.787, 0.100], [-0.251, -0.279, -1.580], [-2.046, 0.368, 0.027], [-3.671, 1.190, -0.176]]}

x.
{"formula": "C4H9N2O", "method": "ωB97M-V/def2-TZVPD", "orbital_gap_ev": 10.35, "total_charge": 1, "e_homo_ha": -0.5326, "symbols": ["C", "C", "C", "C", "N", "N", "O", "H", "H", "H", "H", "H", "H", "H", "H", "H"], "xyz": [[1.892, 0.436, 0.770], [1.052, 1.002, -0.032], [-1.950, 0.229, 0.695], [0.216, 0.120, -0.932], [-3.179, -0.069, 0.293], [-0.599, -0.871, -0.127], [-2.411, 1.082, -0.276], [2.366, 0.985, 1.524], [2.214, -0.570, 0.605], [0.710, 1.965, -0.020], [-1.725, 0.603, 1.721], [0.954, -0.334, -1.642], [-0.317, 0.894, -1.456], [-3.556, -0.584, -0.487], [-0.076, -1.473, 0.528], [-1.097, -1.556, -0.732]]}

y.
{"formula": "C4H9N2O", "method": "ωB97M-V/def2-TZVPD", "orbital_gap_ev": 10.38, "total_charge": 1, "e_homo_ha": -0.5721, "symbols": ["C", "C", "C", "C", "N", "N", "O", "H", "H", "H", "H", "H", "H", "H", "H", "H"], "xyz": [[0.908, 0.215, 0.146], [1.932, -0.368, 1.025], [1.306, 1.121, -0.951], [-2.699, -1.098, -0.304], [-0.316, -0.121, 0.314], [-1.501, 0.243, 0.231], [-1.993, 1.243, 0.645], [1.519, -1.083, 1.730], [2.409, 0.446, 1.581], [2.724, -0.836, 0.436], [0.542, 1.869, -1.155], [1.463, 0.553, -1.871], [2.253, 1.607, -0.714], [-2.606, -1.831, 0.480], [-2.313, -1.408, -1.265], [-3.628, -0.553, -0.329]]}

z.
{"formula": "C4H9N2O", "method": "ωB97M-V/def2-TZVPD", "orbital_gap_ev": 9.11, "total_charge": 1, "e_homo_ha": -0.4785, "symbols": ["C", "C", "C", "C", "N", "N", "O", "H", "H", "H", "H", "H", "H", "H", "H", "H"], "xyz": [[0.475, -1.966, -0.961], [-0.044, -1.056, -0.411], [-0.023, 1.245, 0.078], [-1.996, 0.145, -0.817], [2.954, 0.430, 1.596], [-0.871, -0.033, 0.065], [2.559, -0.701, 1.374], [3.696, 0.570, 2.331], [0.769, -2.961, -1.232], [0.836, 0.886, 0.588], [0.185, 1.436, -1.062], [-0.423, 2.115, 0.631], [-1.882, 0.250, -1.881], [-2.367, -0.868, -0.760], [-2.711, 0.832, -0.475], [-1.159, -0.326, 0.937]]}

It is w that is most stable; the runner-up trails by 39.4 kcal/mol.

w.
{"formula": "C34H80Cl10N4", "method": "ωB97M-V/def2-TZVPD", "smiles": "CCN(CC)CC.CCN(CC)CC.CCN(CC)CC.CCN(CC)CC.ClCCCl.ClCCCl.ClCCCl.ClCCCl.ClCCCl", "orbital_gap_ev": 8.06, "total_charge": 0, "e_homo_ha": -0.2814, "symbols": ["Cl", "C", "C", "Cl", "H", "H", "H", "H", "Cl", "C", "C", "Cl", "H", "H", "H", "H", "Cl", "C", "C", "Cl", "H", "H", "H", "H", "Cl", "C", "C", "Cl", "H", "H", "H", "H", "Cl", "C", "C", "Cl", "H", "H", "H", "H", "C", "C", "N", "C", "C", "C", "C", "H", "H", "H", "H", "H", "H", "H", "H", "H", "H", "H", "H", "H", "H", "H", "C", "C", "N", "C", "C", "C", "C", "H", "H", "H", "H", "H", "H", "H", "H", "H", "H", "H", "H", "H", "H", "H", "C", "C", "N", "C", "C", "C", "C", "H", "H", "H", "H", "H", "H", "H", "H", "H", "H", "H", "H", "H", "H", "H", "C", "C", "N", "C", "C", "C", "C", "H", "H", "H", "H", "H", "H", "H", "H", "H", "H", "H", "H", "H", "H", "H"], "xyz": [[-4.753, -24.364, 28.857], [-6.166, -25.453, 28.675], [-6.186, -25.875, 27.126], [-4.825, -26.925, 26.674], [-7.135, -24.968, 28.979], [-6.023, -26.432, 29.306], [-6.379, -24.796, 26.722], [-7.056, -26.190, 26.979], [-12.367, -25.244, 21.508], [-10.977, -24.963, 22.437], [-10.479, -26.298, 22.909], [-11.530, -27.099, 24.090], [-11.302, -24.466, 23.362], [-10.121, -24.349, 21.908], [-9.589, -26.152, 23.361], [-10.232, -26.869, 22.058], [-1.184, -25.846, 21.962], [-2.929, -25.720, 21.885], [-3.576, -26.885, 22.687], [-2.891, -28.401, 22.280], [-3.316, -25.820, 20.859], [-3.343, -24.615, 21.953], [-4.548, -27.091, 22.271], [-3.501, -26.716, 23.728], [-7.047, -27.574, 23.066], [-7.551, -29.172, 23.518], [-7.674, -29.386, 24.977], [-9.103, -28.542, 25.645], [-7.053, -29.941, 22.948], [-8.701, -29.450, 23.198], [-6.719, -28.968, 25.498], [-8.061, -30.598, 24.931], [-3.586, -24.007, 18.209], [-3.777, -25.690, 17.476], [-5.159, -26.264, 17.692], [-5.357, -27.412, 19.101], [-3.071, -26.361, 17.712], [-3.478, -25.553, 16.442], [-5.567, -26.701, 16.695], [-5.970, -25.637, 17.840], [-9.749, -17.061, 25.630], [-9.285, -17.399, 24.244], [-9.478, -16.229, 23.201], [-9.054, -14.926, 23.532], [-7.926, -14.671, 24.283], [-9.272, -16.584, 21.855], [-10.443, -17.481, 21.348], [-9.402, -16.108, 26.258], [-9.489, -17.952, 26.216], [-10.722, -16.970, 25.626], [-9.793, -18.354, 23.755], [-8.174, -17.610, 24.291], [-9.847, -14.582, 24.217], [-9.335, -14.224, 22.738], [-7.339, -15.242, 25.147], [-7.753, -13.702, 24.895], [-7.285, -14.750, 23.582], [-8.366, -17.389, 21.865], [-9.023, -15.723, 21.253], [-10.774, -18.399, 21.804], [-10.076, -18.029, 20.363], [-11.164, -16.806, 20.891], [-1.060, -19.078, 23.581], [-1.890, -20.187, 22.912], [-3.055, -19.516, 22.338], [-3.372, -19.852, 20.984], [-3.446, -21.185, 20.573], [-4.238, -19.817, 23.188], [-5.468, -19.122, 22.835], [-1.396, -18.773, 24.564], [-1.052, -18.229, 23.043], [-0.056, -19.387, 23.694], [-2.320, -20.721, 23.736], [-1.234, -20.687, 22.193], [-2.505, -19.326, 20.373], [-4.120, -19.219, 20.496], [-3.127, -22.117, 21.148], [-2.834, -20.980, 19.631], [-4.553, -21.379, 20.392], [-4.043, -19.456, 24.322], [-4.381, -20.964, 23.276], [-5.796, -19.611, 21.875], [-5.333, -18.033, 22.950], [-6.267, -19.026, 23.444], [-10.620, -22.290, 18.563], [-9.716, -22.551, 17.383], [-8.395, -22.137, 17.682], [-7.408, -22.924, 17.188], [-7.467, -23.404, 15.821], [-8.330, -20.633, 17.408], [-7.707, -19.855, 18.580], [-11.277, -21.534, 18.674], [-10.229, -22.684, 19.321], [-11.531, -22.892, 18.452], [-9.990, -22.319, 16.349], [-9.657, -23.747, 17.311], [-7.366, -23.865, 17.695], [-6.435, -22.497, 17.382], [-8.285, -23.343, 15.237], [-6.989, -24.304, 15.705], [-6.852, -22.496, 15.392], [-9.361, -20.080, 17.312], [-7.876, -20.384, 16.426], [-7.481, -18.765, 18.304], [-7.051, -20.412, 19.195], [-8.563, -19.663, 19.288], [-7.061, -24.575, 20.986], [-6.886, -23.805, 22.330], [-8.130, -23.014, 22.774], [-8.218, -22.940, 24.138], [-7.116, -22.592, 24.891], [-8.415, -21.852, 22.026], [-9.861, -21.290, 22.162], [-8.181, -24.774, 20.880], [-6.448, -25.346, 21.160], [-6.919, -23.870, 20.045], [-6.096, -23.213, 22.024], [-6.602, -24.665, 22.930], [-8.487, -23.949, 24.467], [-9.101, -22.577, 24.178], [-6.092, -22.924, 25.006], [-7.333, -22.789, 25.891], [-6.805, -21.462, 24.962], [-8.421, -22.122, 20.849], [-7.691, -20.914, 22.307], [-10.183, -20.628, 23.111], [-10.399, -22.127, 22.081], [-10.223, -20.828, 21.241]]}

x.
{"formula": "C34H80Cl10N4", "method": "ωB97M-V/def2-TZVPD", "smiles": "CCN(CC)CC.CCN(CC)CC.CCN(CC)CC.CCN(CC)CC.ClCCCl.ClCCCl.ClCCCl.ClCCCl.ClCCCl", "orbital_gap_ev": 8.32, "total_charge": 0, "e_homo_ha": -0.2975, "symbols": ["Cl", "C", "C", "Cl", "H", "H", "H", "H", "Cl", "C", "C", "Cl", "H", "H", "H", "H", "Cl", "C", "C", "Cl", "H", "H", "H", "H", "Cl", "C", "C", "Cl", "H", "H", "H", "H", "Cl", "C", "C", "Cl", "H", "H", "H", "H", "C", "C", "N", "C", "C", "C", "C", "H", "H", "H", "H", "H", "H", "H", "H", "H", "H", "H", "H", "H", "H", "H", "C", "C", "N", "C", "C", "C", "C", "H", "H", "H", "H", "H", "H", "H", "H", "H", "H", "H", "H", "H", "H", "H", "C", "C", "N", "C", "C", "C", "C", "H", "H", "H", "H", "H", "H", "H", "H", "H", "H", "H", "H", "H", "H", "H", "C", "C", "N", "C", "C", "C", "C", "H", "H", "H", "H", "H", "H", "H", "H", "H", "H", "H", "H", "H", "H", "H"], "xyz": [[5.931, 2.804, -1.790], [5.866, 2.172, -0.117], [5.038, 0.779, 0.024], [5.425, -0.158, 1.380], [5.507, 2.902, 0.604], [6.787, 1.927, 0.182], [5.118, 0.143, -0.878], [4.097, 1.104, -0.272], [-5.946, 4.319, 1.050], [-5.428, 4.656, -0.684], [-4.457, 3.525, -1.068], [-5.484, 2.057, -1.402], [-4.918, 5.590, -0.553], [-6.316, 4.658, -1.262], [-3.879, 3.343, -0.339], [-3.897, 3.705, -1.874], [5.397, -2.243, -2.519], [3.765, -1.958, -3.341], [3.848, -0.896, -4.385], [2.200, -0.418, -4.906], [3.129, -1.713, -2.577], [3.383, -2.969, -3.632], [4.579, -1.221, -5.253], [4.448, 0.074, -3.969], [4.158, 2.585, -5.664], [3.783, 4.330, -5.318], [2.584, 4.761, -6.205], [3.087, 4.755, -7.883], [4.708, 5.012, -5.380], [3.495, 4.391, -4.341], [2.078, 5.525, -5.881], [1.969, 3.945, -6.173], [-2.427, -0.010, -5.263], [-2.660, 1.770, -5.193], [-1.277, 2.302, -5.333], [-1.248, 4.072, -4.995], [-3.138, 1.836, -4.301], [-3.200, 2.045, -6.051], [-0.922, 2.222, -6.410], [-0.517, 1.877, -4.648], [2.142, 2.122, -2.157], [0.869, 2.061, -1.240], [1.028, 0.947, -0.298], [0.266, 0.931, 0.816], [-1.107, 1.429, 0.613], [0.854, -0.381, -0.947], [1.617, -1.442, -0.275], [2.208, 2.971, -2.885], [2.174, 1.301, -2.663], [3.216, 1.985, -1.683], [0.075, 2.087, -1.866], [0.868, 3.063, -0.742], [0.814, 1.369, 1.490], [0.214, 0.210, 1.703], [-1.478, 2.221, -0.064], [-1.304, 1.866, 1.586], [-1.640, 0.457, 0.598], [1.030, -0.286, -2.038], [-0.139, -0.808, -0.878], [1.264, -1.760, 0.821], [2.748, -1.282, -0.266], [1.558, -2.328, -0.832], [-5.127, -5.031, -1.093], [-3.785, -4.888, -1.607], [-3.213, -3.477, -1.267], [-1.759, -3.509, -1.057], [-0.959, -4.160, -1.950], [-3.545, -2.605, -2.494], [-3.296, -1.199, -1.952], [-5.758, -6.029, -1.236], [-5.828, -4.078, -1.267], [-4.946, -5.064, -0.183], [-3.586, -5.042, -2.544], [-3.030, -5.512, -1.334], [-1.690, -4.075, -0.115], [-1.451, -2.390, -0.900], [-1.205, -4.961, -2.701], [-0.235, -4.667, -1.445], [-0.780, -3.346, -2.492], [-4.683, -2.819, -2.591], [-3.153, -2.786, -3.447], [-3.672, -0.467, -2.879], [-2.238, -1.177, -1.948], [-3.724, -0.918, -1.024], [2.454, -2.514, 4.738], [3.012, -2.738, 3.303], [3.858, -3.877, 3.293], [3.757, -4.857, 2.176], [3.682, -4.442, 0.922], [5.267, -3.462, 3.552], [6.208, -4.574, 4.206], [1.527, -1.752, 4.677], [3.404, -2.236, 5.409], [1.842, -3.475, 5.130], [3.447, -1.810, 2.964], [2.187, -2.973, 2.670], [2.647, -4.861, 2.297], [3.968, -5.914, 2.540], [3.510, -3.411, 0.567], [2.879, -5.219, 0.257], [4.776, -4.644, 0.322], [5.306, -2.566, 4.140], [5.955, -3.069, 2.571], [5.871, -4.567, 5.209], [7.117, -4.271, 4.065], [6.021, -5.551, 3.749], [-1.742, 1.195, 4.566], [-2.332, 2.630, 4.604], [-3.756, 2.679, 5.132], [-4.169, 3.870, 5.745], [-3.753, 5.082, 5.091], [-4.722, 2.212, 4.145], [-5.842, 1.601, 4.877], [-0.581, 1.317, 4.524], [-2.340, 0.607, 3.960], [-1.856, 0.718, 5.390], [-2.253, 3.081, 3.747], [-1.639, 3.286, 5.384], [-3.741, 3.741, 6.693], [-5.185, 3.873, 6.268], [-3.174, 5.097, 4.229], [-3.524, 5.925, 5.893], [-4.620, 5.238, 4.435], [-4.237, 1.443, 3.428], [-5.072, 2.991, 3.216], [-5.491, 0.821, 5.559], [-6.446, 1.029, 4.167], [-6.541, 2.170, 5.523]]}

It is w that is most stable; the runner-up trails by 12.7 kcal/mol.